Record 1
The following is a quantum chemistry calculation of a cluster of 7 separate species, C31H44N2O21S in total in a non-equilibrium geometry, from the OMol25 dataset.

```
99
C31H44N2O21S (wB97M-V/def2-TZVPD)
O 2.701 -0.790 -3.006
C 2.106 0.034 -2.303
C 0.907 1.040 -2.604
C 1.260 2.139 -1.461
C 2.380 3.093 -2.099
C 3.796 3.087 -1.356
C 4.945 2.238 -2.112
C 5.728 3.070 -3.227
C 5.131 2.941 -4.704
C 4.830 1.444 -5.180
C 3.320 1.169 -5.632
S 2.622 2.423 -6.807
C 1.699 3.640 -5.798
N 0.403 3.587 -5.217
N 0.134 4.708 -4.506
C 1.241 5.601 -4.564
O 2.154 4.907 -5.356
C 1.641 1.095 -0.333
O 2.585 0.184 -0.951
H -0.131 0.596 -2.452
H 0.855 1.549 -3.619
H 0.345 2.796 -1.349
H 2.474 2.897 -3.218
H 1.975 4.164 -2.013
H 4.171 4.175 -1.381
H 3.764 2.797 -0.261
H 4.557 1.239 -2.482
H 5.716 1.990 -1.295
H 5.714 4.176 -2.924
H 6.817 2.738 -3.234
H 4.229 3.625 -4.774
H 5.911 3.378 -5.426
H 5.474 1.263 -6.116
H 5.155 0.655 -4.430
H 2.691 1.128 -4.683
H 3.218 0.129 -6.105
H 1.409 6.606 -4.087
H 0.710 0.427 -0.233
H 1.827 1.469 0.724
O -1.641 3.700 0.364
C -1.936 2.616 0.775
O -1.116 1.528 0.728
C -1.729 0.508 1.508
C -3.176 0.892 1.487
O -3.130 2.309 1.346
H -1.553 -0.475 1.070
H -1.304 0.530 2.514
H -3.707 0.469 0.634
H -3.695 0.610 2.403
O -3.978 -1.658 1.346
C -4.683 -1.986 0.434
O -4.557 -1.519 -0.836
C -5.413 -2.305 -1.658
C -6.433 -2.817 -0.686
O -5.709 -2.869 0.538
H -5.857 -1.698 -2.448
H -4.828 -3.107 -2.112
H -7.280 -2.135 -0.568
H -6.810 -3.804 -0.958
O -5.843 -5.966 -4.500
C -5.067 -5.141 -4.875
O -4.149 -5.338 -5.859
C -3.581 -4.071 -6.166
C -3.808 -3.287 -4.908
O -4.986 -3.878 -4.371
H -2.523 -4.169 -6.412
H -4.108 -3.646 -7.025
H -2.993 -3.406 -4.187
H -3.959 -2.224 -5.099
O 0.152 -1.336 5.757
C 0.557 -1.688 4.687
O 1.471 -2.673 4.498
C 1.514 -2.943 3.101
C 1.018 -1.664 2.496
O 0.157 -1.148 3.507
H 2.528 -3.189 2.783
H 0.859 -3.791 2.885
H 1.822 -0.945 2.316
H 0.473 -1.826 1.566
O 5.719 0.623 7.575
C 4.644 0.179 7.849
O 3.800 0.720 8.770
C 2.552 0.050 8.641
C 2.936 -1.260 8.022
O 4.105 -0.933 7.279
H 2.074 -0.072 9.614
H 1.897 0.642 7.995
H 3.192 -2.017 8.769
H 2.158 -1.656 7.368
O -6.595 -0.795 5.635
C -5.462 -1.160 5.736
O -5.089 -2.424 6.078
C -3.686 -2.519 5.868
C -3.234 -1.093 5.961
O -4.377 -0.366 5.525
H -3.222 -3.154 6.625
H -3.504 -2.953 4.881
H -2.996 -0.794 6.986
H -2.375 -0.885 5.323
```

Calculated values
- LUMO: -0.008 Ha
- Frontier orbital gap: 9.48 eV
- Highest occupied orbital energy: -9.70 eV
- 2S+1: 1
- E: -89669.2562 eV

Löwdin atomic charge list, values in e, 2 entries:
1. O 0.070
2. C -0.361

=====

Record 2
The following is a quantum chemistry calculation of a cluster of 8 separate species, C31H44N7O13 in total in a non-equilibrium geometry, from the OMol25 dataset.

```
95
C31H44N7O13 (wB97M-V/def2-TZVPD)
C -0.163 -0.386 0.943
O -1.060 0.228 0.361
O -0.529 -1.167 2.091
O 1.114 -0.277 0.751
H -1.530 -0.868 1.911
C 0.302 3.930 3.385
C 0.260 3.320 1.943
C 0.499 4.226 0.795
C 0.372 5.671 0.939
C 0.422 6.352 2.283
C 0.524 5.343 3.471
N 0.286 6.668 -0.158
O 0.239 6.208 -1.364
O 0.557 7.803 -0.021
H 0.219 3.220 4.307
H 0.409 2.172 1.888
H 0.515 3.774 -0.284
H 0.551 7.310 2.582
H 0.590 5.852 4.541
C 3.297 -0.603 -2.118
C 4.755 -1.069 -2.533
C 4.777 -2.295 -3.488
C 3.481 -2.892 -4.049
C 2.209 -2.420 -3.540
C 2.072 -1.155 -2.571
N 3.654 -4.056 -5.012
O 2.570 -4.669 -5.271
O 4.711 -4.174 -5.496
H 3.342 0.167 -1.349
H 5.449 -0.622 -1.927
H 5.816 -2.500 -3.867
H 1.229 -2.839 -3.798
H 1.227 -0.738 -2.104
C -4.305 1.072 3.392
C -5.691 0.771 3.386
C -6.344 -0.004 2.232
C -5.536 -0.195 0.948
C -4.069 0.092 1.088
C -3.523 0.703 2.291
N -6.055 -0.893 -0.179
O -5.450 -0.707 -1.293
O -7.223 -1.101 -0.194
H -3.947 1.550 4.421
H -6.164 0.706 4.317
H -7.306 -0.338 2.306
H -3.389 -0.300 0.397
H -2.403 0.733 2.522
C 2.253 -3.766 -0.361
O 1.956 -4.581 -1.255
N 2.818 -4.029 0.934
C 2.850 -2.961 1.942
C 3.256 -5.311 1.348
H 1.964 -2.575 -0.472
H 3.426 -2.201 1.610
H 3.063 -3.165 3.130
H 1.862 -2.432 1.973
H 2.540 -6.062 1.761
H 3.999 -5.229 2.085
H 3.515 -5.758 0.321
C 4.113 1.162 1.358
O 4.984 1.676 0.513
N 4.470 0.605 2.560
C 3.385 0.132 3.459
C 5.840 0.386 2.951
H 3.154 1.168 0.977
H 3.185 0.870 3.898
H 3.678 -0.726 3.983
H 2.500 -0.262 3.045
H 6.546 0.635 2.190
H 6.090 -0.496 3.527
H 6.140 1.136 3.876
C -4.817 3.086 -2.900
O -5.235 3.797 -3.780
N -3.563 3.189 -2.448
C -2.945 2.476 -1.279
C -2.570 4.083 -3.168
H -5.303 2.525 -2.331
H -2.193 3.051 -0.695
H -2.799 1.436 -1.363
H -3.585 2.426 -0.529
H -1.892 4.571 -2.618
H -3.015 4.749 -3.660
H -1.740 3.656 -3.790
C -3.618 -3.671 -2.907
O -3.608 -4.566 -3.787
N -2.500 -3.331 -2.262
C -2.657 -2.162 -1.339
C -1.181 -3.998 -2.239
H -4.439 -3.051 -2.987
H -2.822 -1.203 -1.917
H -1.829 -1.993 -0.698
H -3.335 -2.315 -0.471
H -1.421 -5.123 -2.065
H -0.582 -3.477 -1.661
H -0.666 -3.959 -3.295
```

Calculated values
- LUMO: 0.012 Ha
- Total charge: -1
- ΔE to the lowest compared entry with this formula, charge and spin: 31.0 kcal per mole
- Frontier orbital gap: 7.18 eV
- Highest occupied orbital energy: -6.84 eV
- 2S+1: 1
- E: -69886.8703 eV

Löwdin atomic charge list, values in e, 2 entries:
1. C -0.779
2. O -0.043

=====

Record 3
The following is a quantum chemistry calculation of a structure of composition C31H45BI2N8PbS3 in a non-equilibrium geometry, from the OMol25 dataset.

```
91
C31H45BI2N8PbS3 (wB97M-V/def2-TZVPD)
Pb -2.245 3.235 0.018
C -0.918 0.926 4.810
C -0.782 0.113 3.533
C -0.608 -1.259 3.523
C -0.459 -1.938 2.290
N -0.468 -1.346 1.154
N -0.385 0.045 1.175
B 0.151 0.437 -0.111
N 1.404 1.247 -0.378
N 2.446 0.806 0.392
C 3.592 1.404 0.204
C 3.764 2.373 -0.859
C 2.670 2.951 -1.455
C 2.759 4.169 -2.364
C 1.394 2.399 -1.135
S -0.064 2.991 -1.814
C 4.758 0.893 1.062
C 5.686 2.053 1.575
C 5.642 -0.004 0.153
C 4.173 0.179 2.355
N -0.491 -0.279 -1.267
N 0.472 -1.076 -1.831
C 0.158 -1.699 -2.931
C -1.134 -1.475 -3.519
C -2.138 -0.749 -2.879
C -3.576 -0.684 -3.412
C -1.767 -0.143 -1.631
S -2.954 0.731 -0.729
C 1.167 -2.672 -3.563
C 1.368 -2.253 -5.043
C 2.489 -2.623 -2.785
C 0.542 -4.115 -3.525
C -0.688 0.796 2.262
S -0.772 2.542 2.110
C -0.263 -3.477 2.215
C 1.249 -3.679 2.232
C -0.977 -4.201 3.422
C -0.861 -3.893 0.843
H -1.522 0.320 5.491
H -1.443 1.872 4.623
H 0.124 1.092 5.214
H -0.398 -1.768 4.461
H 4.755 2.622 -1.220
H 3.717 4.186 -2.912
H 2.635 5.091 -1.799
H 1.945 4.027 -3.099
H 6.188 2.574 0.753
H 6.469 1.625 2.257
H 5.151 2.786 2.131
H 5.909 0.519 -0.771
H 5.157 -0.932 -0.140
H 6.550 -0.335 0.726
H 3.724 0.910 3.087
H 5.030 -0.413 2.860
H 3.415 -0.576 2.005
H -1.402 -2.042 -4.435
H -3.743 -1.684 -3.831
H -3.641 0.098 -4.195
H -4.209 -0.505 -2.541
H 1.616 -1.170 -5.171
H 0.414 -2.359 -5.638
H 2.111 -2.950 -5.402
H 2.968 -1.621 -2.792
H 3.182 -3.336 -3.305
H 2.341 -2.929 -1.718
H -0.391 -4.216 -4.122
H 0.378 -4.406 -2.446
H 1.248 -4.905 -3.884
H 1.839 -3.214 3.096
H 1.674 -3.237 1.304
H 1.515 -4.773 2.146
H -0.510 -3.960 4.401
H -0.805 -5.315 3.329
H -2.021 -4.029 3.440
H -0.346 -3.306 0.073
H -1.959 -3.732 0.881
H -0.660 -4.975 0.566
C -5.865 3.727 -1.484
C -5.783 3.459 -0.034
N -4.803 2.929 0.674
C -5.279 2.837 2.003
C -6.568 3.336 2.054
N -6.852 3.713 0.755
H -5.119 4.457 -1.759
H -6.820 4.191 -1.726
H -5.789 2.785 -2.067
H -4.682 2.369 2.804
H -7.243 3.373 2.886
H -7.692 4.116 0.335
I -3.484 4.768 4.715
I -5.361 6.182 3.328
```

Calculated values
- LUMO: -0.243 Ha
- Total charge: +2
- ΔE to the lowest compared entry with this formula, charge and spin: 0.0 kcal per mole
- Frontier orbital gap: 6.34 eV
- Highest occupied orbital energy: -12.94 eV
- 2S+1: 1
- E: -99417.9890 eV

Löwdin atomic charge list, values in e, 2 entries:
1. Pb 0.859
2. C -0.036

=====

Record 4
The following is a quantum chemistry calculation of a structure of composition C31H45BrN3O6P2Y in a non-equilibrium geometry, from the OMol25 dataset.

```
89
C31H45BrN3O6P2Y (wB97M-V/def2-TZVPD)
Y 10.876 13.665 11.220
C 13.073 15.320 16.211
C 13.234 15.537 14.841
C 12.365 14.902 13.967
C 11.356 14.055 14.430
C 11.202 13.819 15.776
C 12.041 14.484 16.653
N 10.475 13.438 13.483
N 9.613 12.653 13.923
C 8.817 12.023 12.977
C 7.733 11.277 13.477
C 6.897 10.631 12.574
C 7.168 10.749 11.213
C 8.236 11.486 10.747
C 9.100 12.142 11.615
H 13.733 15.789 16.913
H 14.027 16.207 14.475
H 12.510 15.134 12.897
H 10.427 13.147 16.122
H 11.912 14.317 17.729
H 7.604 11.263 14.548
H 6.058 10.018 12.866
H 6.536 10.230 10.512
H 8.366 11.533 9.670
C 13.770 19.403 8.462
C 12.557 18.712 7.869
C 12.559 18.532 6.365
O 12.582 17.333 8.470
P 11.523 16.946 9.551
O 11.860 15.669 10.275
C 9.984 16.734 8.651
P 8.670 16.037 9.694
O 9.240 14.954 10.544
O 8.099 17.221 10.531
C 7.306 18.285 9.858
C 8.001 19.598 10.059
C 5.927 18.220 10.400
O 7.531 15.520 8.808
C 7.399 14.216 8.078
C 7.408 14.548 6.603
C 6.108 13.647 8.515
O 11.246 18.148 10.497
C 11.678 18.324 11.922
C 10.609 17.753 12.819
C 11.804 19.816 12.045
H 13.815 20.432 8.149
H 14.670 18.896 8.095
H 13.710 19.384 9.568
H 11.637 19.209 8.209
H 13.429 17.963 6.038
H 12.562 19.466 5.842
H 11.669 17.985 6.078
H 10.173 15.978 7.867
H 9.631 17.640 8.168
H 7.263 17.983 8.801
H 7.995 19.882 11.122
H 7.462 20.381 9.526
H 9.051 19.541 9.746
H 5.913 18.417 11.486
H 5.473 17.255 10.203
H 5.293 18.971 9.937
H 8.262 13.597 8.346
H 6.643 15.285 6.385
H 7.163 13.635 6.041
H 8.373 14.941 6.281
H 5.264 14.306 8.328
H 6.109 13.392 9.593
H 5.958 12.697 7.980
H 12.644 17.834 12.075
H 9.742 18.387 12.814
H 11.004 17.667 13.832
H 10.284 16.740 12.523
H 10.838 20.278 11.853
H 12.527 20.206 11.342
H 12.153 20.076 13.061
C 11.613 7.826 10.757
C 12.337 9.135 10.819
C 13.710 9.306 10.851
C 14.332 10.571 10.850
C 13.481 11.648 10.806
Br 14.074 13.445 10.662
N 12.162 11.557 10.864
C 11.601 10.331 10.861
H 12.161 7.008 11.251
H 11.495 7.495 9.732
H 10.619 7.901 11.205
H 14.367 8.444 10.883
H 15.413 10.662 10.866
H 10.532 10.334 10.848
```

Calculated values
- LUMO: -0.217 Ha
- Total charge: +2
- Frontier orbital gap: 7.46 eV
- Highest occupied orbital energy: -13.37 eV
- 2S+1: 1
- E: -139290.7219 eV

Löwdin atomic charge list, values in e, 2 entries:
1. Y 1.522
2. C -0.046

=====

Record 5
The following is a quantum chemistry calculation of a cluster of 3 separate species, C31H45F13N3O2 in total in a non-equilibrium geometry, from the OMol25 dataset.

```
94
C31H45F13N3O2 (wB97M-V/def2-TZVPD)
F -4.559 4.528 1.115
C -4.752 3.038 1.286
F -3.736 2.626 2.292
F -4.508 2.470 -0.082
C -6.315 2.863 1.798
F -7.162 3.255 0.610
F -6.542 3.907 2.816
C -6.750 1.347 2.192
F -7.946 0.969 1.349
F -5.623 0.452 1.729
C -7.197 1.088 3.747
F -8.384 1.988 4.011
F -6.105 1.618 4.594
C -7.714 -0.417 4.094
F -9.227 -0.376 4.102
F -7.386 -1.455 3.062
C -7.287 -1.044 5.537
F -8.425 -1.972 5.909
F -7.266 -0.057 6.673
C -5.963 -2.032 5.508
C -4.674 -1.450 4.695
C -3.937 -2.576 3.702
C -2.295 -2.717 3.766
C -1.558 -3.793 2.743
C -2.498 -4.679 1.681
N -4.016 -4.512 1.701
C -4.736 -3.525 2.631
H -6.231 -3.103 5.064
H -5.637 -2.212 6.641
H -3.843 -1.202 5.516
H -4.896 -0.539 3.982
H -1.591 -2.098 4.484
H -0.393 -3.939 2.691
H -2.036 -5.438 0.901
H -4.606 -5.066 1.014
H -5.911 -3.481 2.526
C 1.353 3.741 -3.311
C 0.969 2.336 -2.762
C -0.542 2.084 -3.013
C -1.447 2.897 -2.089
C -1.069 2.695 -0.626
C 0.439 2.922 -0.333
N 1.338 2.226 -1.312
O 1.346 0.858 -0.979
C 0.755 4.441 -0.331
C 0.714 2.495 1.148
C 1.797 1.359 -3.660
H 1.522 3.718 -4.395
H 0.575 4.492 -3.162
H 2.283 4.105 -2.858
H -0.773 1.019 -2.875
H -0.797 2.316 -4.055
H -1.406 3.960 -2.346
H -2.489 2.591 -2.239
H -1.678 3.364 -0.005
H -1.352 1.674 -0.337
H 1.832 4.621 -0.238
H 0.269 4.942 0.517
H 0.395 4.965 -1.214
H 0.413 1.461 1.351
H 0.147 3.120 1.850
H 1.775 2.601 1.400
H 2.874 1.527 -3.533
H 1.565 1.508 -4.722
H 1.586 0.305 -3.452
C 8.314 -1.928 -2.545
C 7.034 -2.813 -2.537
C 6.345 -2.728 -3.925
C 5.645 -1.392 -4.167
C 4.685 -1.058 -3.031
C 5.330 -1.145 -1.621
N 6.124 -2.402 -1.417
O 5.209 -3.451 -1.207
C 6.240 0.087 -1.377
C 4.194 -0.970 -0.558
C 7.597 -4.260 -2.343
H 9.161 -2.448 -3.012
H 8.200 -1.005 -3.114
H 8.629 -1.674 -1.526
H 5.603 -3.532 -4.026
H 7.080 -2.894 -4.724
H 6.378 -0.589 -4.290
H 5.088 -1.439 -5.110
H 4.275 -0.053 -3.195
H 3.831 -1.746 -3.091
H 6.793 -0.009 -0.435
H 5.644 1.007 -1.310
H 6.955 0.270 -2.177
H 3.387 -1.701 -0.680
H 3.725 0.018 -0.641
H 4.588 -1.060 0.461
H 8.118 -4.352 -1.382
H 8.316 -4.512 -3.132
H 6.820 -5.030 -2.387
```

Calculated values
- LUMO (spin up / spin down): -0.201 / -0.201 Ha
- Total charge: +1
- Expectation value of S²: 2.010
- ΔE to the lowest compared entry with this formula, charge and spin: 207.6 kcal per mole
- Frontier orbital gap (spin up / spin down): 4.81 / 5.40 eV
- Highest occupied orbital energy (spin up / spin down): -10.28 / -10.86 eV
- 2S+1: 3
- E: -76744.0992 eV

Löwdin atomic charge list, values in e, 2 entries:
1. F 0.030
2. C -0.126

=====

Number 1 is which compound? C31H44N2O21S

=====

Among the records above, which one has the highest 2S+1? C31H45F13N3O2

=====

The highest 2S+1 belongs to which entry? C31H45F13N3O2